No. 1
Density functional theory data (ωB97M-V/def2-TZVPD) for a cluster of 14 separate species, C34H90N6O14S8 in total in a non-equilibrium geometry.

Structure (ORCA input):
```
! wB97M-V def2-TZVPD RIJCOSX def2/J DEFGRID3
* xyz 0 1
C -0.74 -10.83 8.48
C -1.58 -9.60 8.56
O -1.34 -8.60 7.88
N -2.71 -9.68 9.31
C -3.69 -8.62 9.41
H -0.76 -11.25 9.49
H 0.31 -10.55 8.34
H -0.97 -11.54 7.69
H -3.02 -10.55 9.71
H -4.24 -8.62 10.35
H -4.40 -8.73 8.59
H -3.25 -7.62 9.34
C -2.87 -8.85 -5.49
C -3.71 -9.63 -4.50
O -4.91 -9.78 -4.68
N -3.01 -10.17 -3.50
C -3.64 -10.93 -2.40
H -1.88 -8.63 -5.08
H -3.31 -7.93 -5.86
H -2.79 -9.55 -6.32
H -2.05 -9.87 -3.39
H -4.69 -10.72 -2.26
H -3.10 -10.76 -1.47
H -3.49 -12.00 -2.58
C -0.84 -8.85 4.43
C -0.86 -9.58 3.10
O 0.16 -9.56 2.39
N -1.92 -10.29 2.73
C -2.12 -10.86 1.45
H -0.16 -8.00 4.37
H -0.40 -9.50 5.19
H -1.83 -8.60 4.79
H -2.63 -10.41 3.47
H -1.36 -11.54 1.07
H -2.22 -10.09 0.68
H -3.08 -11.37 1.44
C -2.91 -14.12 6.86
C -2.42 -14.57 5.49
O -3.06 -15.43 4.89
N -1.25 -14.10 5.00
C -0.79 -12.77 5.27
H -3.45 -14.98 7.25
H -3.50 -13.21 6.87
H -2.08 -13.96 7.56
H -0.88 -14.61 4.21
H -0.26 -12.33 4.42
H -0.06 -12.73 6.09
H -1.57 -12.06 5.55
C 2.64 -11.57 -2.18
C 1.71 -12.72 -1.77
O 2.05 -13.75 -1.20
N 0.42 -12.47 -2.08
C -0.67 -13.34 -1.73
H 3.60 -11.61 -1.68
H 2.10 -10.68 -1.85
H 2.78 -11.49 -3.26
H 0.13 -11.65 -2.60
H -1.43 -13.23 -2.50
H -1.15 -13.00 -0.81
H -0.43 -14.40 -1.63
C -1.81 -3.08 0.20
C -1.46 -4.47 0.74
O -0.36 -4.89 0.43
N -2.38 -5.15 1.45
C -2.13 -6.48 2.08
H -1.36 -2.33 0.85
H -2.90 -2.96 0.18
H -1.40 -2.91 -0.79
H -3.33 -4.81 1.47
H -2.31 -7.24 1.33
H -2.69 -6.68 2.99
H -1.09 -6.46 2.43
C -4.49 -16.40 0.41
S -2.94 -15.53 0.21
O -3.19 -14.50 -0.86
C -3.06 -14.58 1.81
H -5.25 -15.64 0.23
H -4.68 -16.87 1.37
H -4.57 -17.27 -0.25
H -2.90 -15.22 2.67
H -4.03 -14.09 1.85
H -2.25 -13.84 1.82
C -4.19 -6.78 6.17
S -5.32 -5.36 6.11
O -4.40 -4.15 6.05
C -5.79 -5.66 4.40
H -3.80 -7.06 7.15
H -3.27 -6.56 5.62
H -4.67 -7.67 5.78
H -6.19 -6.66 4.25
H -4.96 -5.56 3.69
H -6.62 -5.01 4.13
C -0.92 -3.84 4.81
S -0.27 -5.32 5.65
O 1.21 -5.05 5.90
C -1.13 -4.96 7.22
H -1.98 -3.71 5.05
H -0.95 -4.10 3.74
H -0.33 -2.93 4.89
H -0.70 -4.16 7.83
H -0.95 -5.79 7.92
H -2.21 -4.83 7.15
C 3.90 -10.79 1.41
S 3.68 -12.47 2.13
O 4.72 -12.67 3.20
C 2.00 -12.21 2.84
H 4.90 -10.75 0.98
H 3.83 -10.14 2.28
H 3.10 -10.65 0.69
H 1.28 -12.01 2.05
H 1.97 -11.50 3.67
H 1.73 -13.20 3.21
C 3.56 -6.91 4.56
S 3.74 -6.41 2.83
O 3.61 -7.69 2.07
C 2.10 -5.58 2.67
H 4.51 -7.20 5.01
H 2.78 -7.67 4.68
H 3.20 -6.08 5.17
H 1.76 -4.78 3.32
H 1.46 -6.46 2.68
H 2.21 -5.09 1.70
C -6.49 -8.54 -0.82
S -5.15 -9.14 0.31
O -3.88 -8.71 -0.35
C -5.44 -7.97 1.69
H -6.19 -8.73 -1.85
H -6.53 -7.45 -0.77
H -7.48 -8.89 -0.51
H -4.48 -7.98 2.21
H -6.18 -8.37 2.38
H -5.49 -6.91 1.44
C -1.09 -7.27 -1.86
S -0.44 -8.83 -1.25
O -0.15 -9.70 -2.45
C 1.14 -8.18 -0.61
H -2.11 -7.60 -2.07
H -0.59 -6.92 -2.77
H -1.22 -6.51 -1.09
H 1.54 -8.95 0.06
H 0.89 -7.35 0.04
H 1.87 -8.02 -1.40
C -5.27 -12.43 4.01
S -4.91 -11.10 5.17
O -3.86 -10.19 4.63
C -6.56 -10.34 5.04
H -5.80 -12.03 3.15
H -6.00 -13.08 4.50
H -4.40 -12.97 3.65
H -6.96 -10.36 4.03
H -6.42 -9.31 5.39
H -7.31 -10.80 5.69
*
```

The value obtained for the LUMO energy is -0.7 eV. Its HOMO energy is -7.699 eV.

=====

No. 2
Density functional theory data (ωB97M-V/def2-TZVPD) for a structure of composition C34H91CrN8O10 in a non-equilibrium geometry.

Structure (ORCA input):
```
! wB97M-V def2-TZVPD RIJCOSX def2/J DEFGRID3
* xyz 2 4
Cr -0.15 3.27 -1.99
C -0.58 -0.08 0.11
C -0.57 1.12 -0.74
O -1.18 2.20 -0.43
O 0.15 1.22 -1.79
H -0.90 0.15 1.13
H 0.39 -0.56 0.19
H -1.31 -0.81 -0.28
C 1.78 3.09 6.57
C 1.86 3.96 5.32
C 0.64 3.75 4.43
O 0.64 2.44 3.93
C -0.58 1.99 3.42
N 2.00 5.35 5.75
H 0.86 3.25 7.14
H 2.68 3.24 7.16
H 1.79 2.04 6.27
H 2.77 3.61 4.82
H 0.68 4.49 3.60
H -0.28 3.99 4.99
H -0.46 1.02 2.95
H -0.97 2.68 2.64
H -1.35 1.87 4.19
H 1.72 6.00 5.02
H 1.37 5.52 6.53
C 1.58 -4.16 3.95
C 1.92 -3.97 2.48
C 0.73 -3.66 1.63
O 0.93 -4.23 0.35
C -0.05 -3.84 -0.56
N 2.96 -2.93 2.33
H 1.30 -3.22 4.45
H 2.41 -4.55 4.55
H 0.73 -4.82 4.09
H 2.34 -4.93 2.17
H 0.61 -2.57 1.53
H -0.18 -4.07 2.09
H -1.02 -4.32 -0.34
H 0.30 -4.04 -1.57
H -0.24 -2.75 -0.51
H 3.78 -3.21 2.85
H 3.25 -2.87 1.35
C -1.91 -4.12 -5.22
C -1.61 -3.46 -3.88
C -0.66 -2.29 -3.96
O 0.57 -2.80 -4.40
C 1.47 -1.85 -4.89
N -2.89 -2.96 -3.35
H -1.01 -4.20 -5.84
H -2.66 -3.55 -5.77
H -2.35 -5.11 -5.07
H -1.14 -4.22 -3.25
H -0.55 -1.88 -2.95
H -1.07 -1.56 -4.68
H 1.86 -1.16 -4.13
H 0.94 -1.26 -5.66
H 2.29 -2.37 -5.38
H -3.53 -3.73 -3.16
H -2.76 -2.55 -2.42
C 0.46 6.82 0.42
C 0.70 5.54 -0.38
C 1.46 4.47 0.30
O 1.41 3.35 -0.64
C 2.23 2.24 -0.22
N -0.60 4.92 -0.80
H 1.38 7.38 0.60
H -0.04 6.66 1.38
H -0.13 7.53 -0.16
H 1.27 5.90 -1.25
H 0.99 4.18 1.24
H 2.49 4.77 0.49
H 2.38 1.55 -1.04
H 1.75 1.73 0.62
H 3.21 2.60 0.11
H -1.18 5.67 -1.17
H -1.04 4.70 0.10
C -1.83 -1.65 4.05
C -0.94 -2.11 5.19
C -0.02 -1.00 5.73
O 0.53 -1.48 6.94
C 1.59 -0.69 7.38
N -1.82 -2.64 6.25
H -2.15 -2.49 3.43
H -1.30 -0.97 3.37
H -2.72 -1.12 4.39
H -0.30 -2.94 4.89
H -0.63 -0.11 5.96
H 0.77 -0.73 5.02
H 1.27 0.35 7.52
H 2.40 -0.62 6.62
H 2.03 -1.13 8.26
H -2.51 -1.92 6.48
H -1.27 -2.70 7.10
C -3.81 3.61 -4.40
C -2.54 2.91 -3.92
C -1.43 2.96 -4.93
O -0.32 2.42 -4.17
C 0.70 1.72 -4.90
N -2.04 3.65 -2.72
H -3.55 4.59 -4.83
H -4.51 3.91 -3.62
H -4.38 3.04 -5.13
H -2.72 1.89 -3.58
H -1.14 3.95 -5.28
H -1.64 2.32 -5.79
H 1.44 2.42 -5.31
H 0.33 1.12 -5.72
H 1.17 1.08 -4.15
H -2.13 4.65 -2.93
H -2.78 3.61 -2.01
C 4.99 -4.52 -2.85
C 4.84 -3.05 -3.23
C 4.95 -2.13 -2.02
O 3.98 -2.38 -1.05
C 2.71 -1.92 -1.37
N 5.78 -2.59 -4.26
H 4.28 -4.74 -2.04
H 5.97 -4.79 -2.47
H 4.63 -5.18 -3.64
H 3.82 -2.94 -3.64
H 4.92 -1.09 -2.38
H 5.93 -2.26 -1.56
H 2.68 -1.02 -2.02
H 2.19 -1.59 -0.46
H 2.10 -2.66 -1.92
H 6.71 -2.91 -4.00
H 5.55 -3.03 -5.14
C -4.96 1.53 -1.63
C -4.23 0.20 -1.84
C -4.34 -0.60 -0.56
O -3.46 -1.70 -0.61
C -3.66 -2.62 0.45
N -4.86 -0.54 -2.92
H -5.16 2.08 -2.56
H -4.41 2.19 -0.94
H -5.93 1.34 -1.18
H -3.14 0.37 -1.99
H -5.38 -0.91 -0.41
H -4.10 0.05 0.31
H -2.99 -3.46 0.31
H -4.69 -3.00 0.45
H -3.50 -2.13 1.42
H -4.33 -1.41 -2.97
H -4.71 -0.08 -3.81
*
```

The value obtained for the LUMO energy (spin up / spin down) is -8.4 / -6.9 eV. Its HOMO energy (spin up / spin down) is -12.306 / -12.306 eV. As for the expectation value of S²: 3.825.

=====

No. 3
Density functional theory data (ωB97M-V/def2-TZVPD) for a cluster of 13 separate species, C34H95NO22 in total in a non-equilibrium geometry.

Structure (ORCA input):
```
! wB97M-V def2-TZVPD RIJCOSX def2/J DEFGRID3
* xyz 0 1
C -10.61 -3.23 18.64
C -9.66 -4.45 18.56
O -10.33 -5.67 18.68
O -10.99 -3.04 20.00
H -11.45 -3.41 17.97
H -10.03 -2.36 18.33
H -8.92 -4.28 19.35
H -9.04 -4.46 17.65
H -9.64 -6.34 18.59
H -11.47 -3.84 20.25
C -3.15 -13.93 14.67
C -3.48 -14.91 15.77
O -2.56 -15.99 15.83
O -4.03 -12.83 14.70
H -3.16 -14.44 13.70
H -2.09 -13.64 14.67
H -4.43 -15.40 15.53
H -3.79 -14.38 16.67
H -2.57 -16.52 15.03
H -3.88 -12.26 15.46
C -9.83 -9.30 18.29
C -8.86 -9.09 19.48
O -8.21 -7.83 19.40
O -10.07 -10.69 18.25
H -9.21 -9.03 17.42
H -10.74 -8.71 18.23
H -8.22 -9.97 19.53
H -9.46 -9.12 20.39
H -7.98 -7.53 20.28
H -9.30 -11.12 17.82
C -6.82 -12.94 19.25
C -7.66 -13.22 18.01
O -7.97 -12.02 17.34
O -5.44 -12.69 18.97
H -6.85 -13.82 19.88
H -7.21 -12.07 19.79
H -8.64 -13.52 18.43
H -7.35 -14.06 17.39
H -8.27 -12.32 16.46
H -5.23 -12.54 18.04
C -1.97 -10.81 11.97
C -1.28 -11.20 10.67
O -2.19 -11.67 9.68
O -2.49 -9.50 11.93
H -1.21 -10.95 12.75
H -2.80 -11.49 12.17
H -0.60 -12.02 10.90
H -0.61 -10.37 10.43
H -2.90 -11.02 9.71
H -2.46 -9.09 12.80
C -9.45 -10.93 13.85
C -10.05 -12.05 14.70
O -9.15 -13.12 15.05
O -10.38 -9.89 13.61
H -9.19 -11.33 12.86
H -8.54 -10.49 14.27
H -10.95 -12.39 14.19
H -10.28 -11.56 15.65
H -9.05 -13.67 14.27
H -10.53 -9.63 12.70
C -2.24 -16.43 22.46
C -1.43 -15.74 23.55
O -0.06 -15.74 23.23
O -2.22 -15.59 21.30
H -3.26 -16.79 22.65
H -1.85 -17.40 22.14
H -1.48 -16.22 24.53
H -1.76 -14.70 23.63
H 0.09 -15.23 22.43
H -2.70 -16.08 20.62
C -4.96 -9.77 20.42
C -5.08 -10.77 21.56
O -4.22 -11.86 21.24
O -3.59 -9.47 20.19
H -5.58 -8.90 20.67
H -5.42 -10.11 19.48
H -6.08 -11.16 21.78
H -4.70 -10.24 22.44
H -4.53 -12.04 20.34
H -3.13 -10.33 20.10
C -4.29 -7.03 14.32
O -3.55 -8.23 14.33
C -3.92 -9.30 15.19
C -2.66 -10.03 15.55
N -2.69 -10.97 16.66
C -1.34 -11.35 17.04
C -1.39 -12.25 18.30
O -1.66 -11.40 19.40
C -1.36 -11.87 20.71
H -5.11 -7.04 13.59
H -3.55 -6.34 13.91
H -4.60 -6.58 15.26
H -4.58 -9.95 14.61
H -4.54 -8.90 16.00
H -1.99 -9.19 15.82
H -2.12 -10.53 14.73
H -3.18 -10.47 17.40
H -0.76 -10.48 17.36
H -0.89 -11.98 16.27
H -0.42 -12.76 18.38
H -2.23 -12.94 18.21
H -1.47 -11.08 21.45
H -0.33 -12.25 20.74
H -1.99 -12.77 20.78
C 2.34 -10.01 20.70
C 2.87 -11.20 19.88
C 4.41 -11.16 20.23
O 2.36 -12.37 20.47
H 2.83 -9.08 20.39
H 2.56 -10.08 21.77
H 1.32 -9.73 20.45
H 2.59 -11.08 18.83
H 4.54 -11.00 21.30
H 4.95 -10.33 19.78
H 4.88 -12.09 19.91
H 2.19 -12.98 19.74
C -1.88 -6.29 17.10
C -1.30 -5.21 16.19
C -2.19 -4.02 15.75
O -0.34 -4.54 17.06
H -2.75 -6.82 16.68
H -2.20 -5.93 18.08
H -1.15 -7.09 17.21
H -0.57 -5.59 15.47
H -3.16 -4.46 15.51
H -1.71 -3.33 15.06
H -2.38 -3.40 16.63
H -0.05 -5.17 17.73
C 2.22 -10.51 15.70
C 1.39 -10.66 14.46
C 1.73 -9.70 13.34
O 1.69 -12.00 13.94
H 3.26 -10.56 15.36
H 2.13 -11.25 16.50
H 2.18 -9.52 16.17
H 0.32 -10.74 14.66
H 1.20 -10.09 12.47
H 2.81 -9.77 13.18
H 1.44 -8.67 13.53
H 2.64 -12.14 13.90
C 0.86 -6.03 12.64
C -0.41 -6.37 11.83
C -1.60 -5.56 12.43
O -0.26 -5.99 10.49
H 1.79 -6.55 12.41
H 0.75 -6.09 13.72
H 1.08 -4.99 12.41
H -0.57 -7.45 11.80
H -1.20 -4.58 12.71
H -1.88 -5.95 13.41
H -2.52 -5.31 11.91
H 0.22 -5.16 10.40
*
```

The value obtained for the LUMO energy is 0.2 eV. Its HOMO energy is -9.730 eV.